[1]
ORCA calculation (ωB97M-V/def2-TZVPD) on 12 unconnected molecules or ions with the total composition C4H31N2O13.

```
50
Properties=species:S:1:pos:R:3:lowdin_charge:R:1
N -1.40 0.35 -0.58 0.191
C -0.41 0.90 0.45 -0.045
C -1.11 1.19 1.76 -0.430
N -0.37 2.04 2.62 0.055
C 1.04 1.98 2.59 -0.172
C 1.67 0.73 3.23 -0.113
O 2.16 -0.06 2.41 -0.020
O -2.29 0.97 2.01 0.090
H -1.23 0.87 -1.49 0.127
H -1.21 -0.64 -0.88 0.093
H -2.38 0.38 -0.30 0.101
H 0.53 0.40 0.61 0.096
H -0.19 1.95 -0.02 0.160
H -0.98 2.18 3.44 0.172
H 1.46 2.87 3.03 0.130
H 1.37 1.97 1.53 0.122
H 1.83 0.47 4.32 0.149
H -1.36 1.63 -4.03 0.053
H -2.48 2.39 -3.29 -0.040
O -1.65 2.39 -3.47 -0.002
H 3.66 -0.14 0.91 -0.009
H 4.86 -0.68 0.13 0.043
O 3.95 -0.73 0.26 0.006
H 2.90 -2.03 1.16 -0.003
H 2.47 -2.54 2.56 0.059
O 2.18 -2.46 1.64 -0.067
H -0.25 -0.25 -3.77 0.083
H -1.57 -0.95 -3.68 0.104
O -1.23 -0.01 -3.78 -0.103
H 1.35 -0.97 -1.82 -0.032
H 1.53 0.57 -1.86 0.034
O 0.97 -0.22 -2.06 -0.009
H -0.47 -4.69 1.77 0.082
H 0.39 -3.40 1.52 0.018
O -0.43 -3.86 1.28 -0.044
H 0.13 -2.22 -0.77 0.029
H -1.01 -3.09 -1.04 0.046
O -0.65 -2.27 -1.29 0.005
H 3.43 2.32 -1.67 0.113
H 2.01 2.64 -1.92 0.022
O 2.51 1.95 -1.44 -0.096
H -2.93 -2.46 2.38 -0.027
H -1.76 -2.75 1.42 0.025
O -2.73 -2.82 1.61 -0.004
H -0.09 2.44 -2.63 0.066
H -0.34 3.90 -1.93 0.030
O 0.24 3.18 -2.00 -0.075
H -4.73 -1.00 0.53 0.080
H -3.49 -1.58 0.46 -0.041
O -3.87 -0.80 0.11 -0.052
```

LUMO (eV): -2.62
Relative energy (zero: lowest compared OMol25 entry of this formula, charge and spin) (kcal per mole): 108.7
Frontier orbital gap (eV): 10.19
Net charge: +1
Highest occupied orbital energy (eV): -12.802
E_tot (eV): -34241.912
Largest force on an atom (eV Å⁻¹): 9.00

=====

[2]
ORCA calculation (ωB97M-V/def2-TZVPD) on a molecular structure, C2H3O2Yb.

```
8
Properties=species:S:1:pos:R:3:lowdin_charge:R:1
H -2.47 0.47 -1.68 0.070
C -2.51 0.04 -0.69 -0.021
C -2.65 -0.39 0.44 -0.014
H -2.83 -0.72 1.45 0.068
O 2.07 0.59 -0.17 -0.425
O 1.96 -0.89 -0.15 -0.260
H 2.20 -1.15 -1.05 0.091
Yb 0.04 0.24 0.31 1.490
```

LUMO (eV): -4.85
Relative energy (zero: lowest compared OMol25 entry of this formula, charge and spin) (kcal per mole): 20.9
Frontier orbital gap (eV): 8.08
Net charge: +1
Highest occupied orbital energy (eV): -12.926
E_tot (eV): -37735.785
Largest force on an atom (eV Å⁻¹): 0.82

=====

[3]
ORCA calculation (ωB97M-V/def2-TZVPD) on a molecular structure, C30H23HoN3O2SSb.

```
61
Properties=species:S:1:pos:R:3:mulliken_spin:R:1
Ho 1.30 -0.51 1.20 4.046
O 1.53 1.10 -0.32 -0.004
C 2.31 1.63 0.54 0.004
N 1.97 1.96 1.77 -0.002
C 0.63 1.82 2.17 0.002
O -0.34 1.72 1.44 0.000
C 0.52 1.32 3.59 -0.004
C -0.05 1.92 4.68 0.000
C -0.10 1.18 5.86 0.000
C 0.39 -0.11 5.88 0.000
C 0.93 -0.65 4.73 -0.002
N 1.01 0.06 3.59 -0.007
C 3.75 1.23 0.36 -0.006
C 4.87 1.98 0.09 0.000
C 6.07 1.30 -0.06 0.000
C 6.10 -0.08 0.07 0.000
C 4.93 -0.75 0.37 0.000
N 3.76 -0.11 0.51 -0.008
H -0.44 2.93 4.63 0.000
H -0.53 1.62 6.75 0.000
H 0.35 -0.71 6.78 0.000
H 1.31 -1.66 4.71 0.000
H 4.81 3.05 0.00 0.000
H 6.98 1.84 -0.28 0.000
H 7.02 -0.64 -0.04 0.000
H 4.92 -1.83 0.50 0.000
S -1.18 -1.41 1.43 -0.013
Sb -1.70 -0.68 -0.72 -0.003
C -2.20 1.31 -1.03 -0.001
C -3.45 1.72 -0.57 0.000
C -3.85 3.03 -0.76 0.000
C -3.01 3.92 -1.42 0.000
C -1.76 3.51 -1.88 0.000
C -1.35 2.20 -1.67 0.000
C -3.26 -1.85 -1.41 0.001
C -3.29 -3.21 -1.09 0.000
C -4.32 -4.00 -1.57 0.000
C -5.31 -3.44 -2.36 0.000
C -5.28 -2.09 -2.68 0.000
C -4.25 -1.29 -2.21 0.000
C 0.12 -1.21 -1.64 -0.003
C 0.89 -2.21 -1.02 0.001
C 2.14 -2.55 -1.53 -0.003
C 2.63 -1.91 -2.66 0.001
C 1.85 -0.96 -3.30 -0.002
C 0.60 -0.61 -2.80 0.001
H -4.11 1.03 -0.06 0.000
H -4.82 3.36 -0.41 0.000
H -3.33 4.94 -1.58 0.000
H -1.12 4.21 -2.39 0.000
H -0.36 1.90 -1.99 0.000
H -2.53 -3.64 -0.45 0.000
H -4.35 -5.05 -1.32 0.000
H -6.12 -4.06 -2.73 0.000
H -6.06 -1.66 -3.30 0.000
H -4.24 -0.24 -2.47 0.000
H 0.46 -2.79 -0.21 0.001
H 2.71 -3.36 -1.07 0.000
H 3.60 -2.18 -3.07 0.000
H 2.21 -0.49 -4.21 0.000
H 0.02 0.13 -3.33 0.000
```

Spin multiplicity: 5
LUMO (spin up / spin down) (eV): -6.11 / -6.04
Frontier orbital gap (spin up / spin down) (eV): 8.17 / 8.23
Net charge: +2
Highest occupied orbital energy (spin up / spin down) (eV): -14.275 / -14.275
E_tot (eV): -83207.318
Largest force on an atom (eV Å⁻¹): 0.42